1.
Below is a cluster of 2 separate species, C6H11N in total, with properties calculated with ωB97M-V with the def2-TZVPD basis set.

Structure (XYZ):
```
18
Properties=species:S:1:pos:R:3:forces:R:3
C -0.8212 1.2572 1.4812 0.3 0.1 -0.3
C -0.5850 0.4502 0.2334 -2.8 -1.4 0.3
C 2.1852 0.6254 -0.9328 -0.1 2.1 1.1
C -1.1542 0.8071 -0.9249 0.6 0.0 0.4
N 1.5781 1.1751 -0.1125 1.9 -0.7 -0.9
H 0.1004 1.3095 2.0596 0.0 0.0 0.1
H -1.1333 2.2698 1.2360 0.0 0.1 0.0
H -1.5970 0.7973 2.0929 0.0 -0.1 0.1
H 2.8796 0.4599 -1.7209 0.0 -0.6 -0.2
H 1.1754 -1.1394 -1.0802 -1.2 -1.3 0.3
H -1.6527 1.7573 -1.0288 0.1 0.3 0.0
H -1.0078 0.2541 -1.8364 -0.2 -0.4 -0.1
C -0.2044 -1.0223 0.5490 0.5 1.3 -0.4
C 0.3565 -1.7914 -0.6223 1.1 0.8 -0.5
H -0.3974 -2.0043 -1.3760 0.0 0.0 -0.1
H -1.1005 -1.5068 0.9409 0.0 0.1 0.1
H 0.5429 -0.9836 1.3421 0.0 -0.1 0.2
H 0.8354 -2.7152 -0.3002 -0.1 -0.1 -0.1
```
Forces are in eV/Å.

The HOMO energy is -8.5 eV. The electronic energy comes out at -7888.1478 eV. As for the multiplicity: 1. The LUMO energy is 1.02 eV. Its HOMO-LUMO gap is 9.5 eV. For the largest force on an atom, the calculation gives 3.2 eV/A. Its SMILES is C=C(C)CC.C#N. As for the energy above the lowest of the compared OMol25 structures with the same formula, charge and spin: 230.0 kJ/mol.

natural (NBO) population analysis, charges in e, atoms 1 to 6:
1 C -0.65
2 C 0.09
3 C 0.06
4 C -0.46
5 N -0.30
6 H 0.22



2.
Below is an isolated molecule of C15H30O4S, with properties calculated with ωB97M-V with the def2-TZVPD basis set.

Structure (XYZ):
```
50
Properties=species:S:1:pos:R:3:forces:R:3
C 2.5085 6.6533 -0.3017 0.1 -0.2 0.0
C 2.3609 5.1368 -0.3343 -0.3 0.2 -0.1
C 0.8978 4.7164 -0.4578 0.2 -0.3 0.2
C 0.6920 3.2032 -0.3831 0.1 0.2 -0.3
C 1.2814 2.4570 -1.5792 -0.3 -0.2 0.1
C 0.8498 0.9916 -1.6429 0.3 0.2 0.1
C 1.4148 0.1444 -0.5052 -0.3 -0.2 -0.3
C 0.9950 -1.3170 -0.6467 0.3 0.0 0.2
C 1.5839 -2.2253 0.4352 -0.1 0.1 0.0
C 1.0460 -1.9707 1.8454 -0.1 -0.1 -0.1
H 1.6287 -2.5614 2.5565 0.1 0.1 0.1
C -0.4379 -2.3079 2.0182 0.2 0.3 0.0
C -0.7066 -3.8014 2.0419 -0.8 0.1 -0.5
H -0.6696 -4.2261 3.0417 -0.1 -0.1 0.0
H -0.0400 -4.3647 1.3944 0.1 -0.1 0.0
S -2.3737 -4.1536 1.3995 0.5 -0.6 0.1
O -3.2802 -3.1052 1.7909 0.1 0.3 0.1
O -2.7332 -5.4982 1.7656 0.2 -0.3 -0.1
C -2.2086 -4.0988 -0.4324 0.0 0.2 0.7
C -3.4569 -3.4288 -0.9655 -0.1 0.2 0.3
C -3.5106 -2.0029 -0.4523 0.2 0.2 -0.4
O -2.5437 -1.2952 -0.3293 0.1 0.1 -0.1
O -4.7517 -1.5888 -0.2410 -0.7 0.0 0.1
H -4.7562 -0.6965 0.1397 0.3 -0.1 -0.1
H -3.4465 -3.3972 -2.0585 0.0 0.0 0.1
H -4.3524 -3.9523 -0.6329 0.0 0.0 -0.1
H -1.3226 -3.5156 -0.6679 0.1 0.0 -0.1
H -2.1043 -5.1253 -0.7676 0.1 -0.1 0.1
H -0.8027 -1.8705 2.9481 -0.1 0.0 -0.1
H -1.0149 -1.8519 1.2138 0.0 0.1 0.0
H 1.1946 -0.9206 2.0958 0.0 0.0 0.1
H 1.4009 -3.2673 0.1598 0.1 -0.1 0.0
H 2.6678 -2.0862 0.4530 0.0 -0.1 0.0
H -0.0941 -1.3657 -0.6359 -0.1 -0.1 -0.1
H 1.3315 -1.6837 -1.6206 -0.1 0.0 -0.1
H 1.0501 0.5347 0.4441 0.1 0.1 0.1
H 2.5058 0.2153 -0.5050 0.1 0.0 0.1
H 1.1836 0.5703 -2.5951 -0.1 -0.1 0.0
H -0.2406 0.9320 -1.6200 -0.1 0.0 -0.1
H 0.9557 2.9556 -2.4958 0.1 0.1 0.0
H 2.3715 2.5046 -1.5449 0.1 0.0 -0.1
H -0.3806 2.9984 -0.3399 0.0 -0.1 0.1
H 1.1383 2.8324 0.5413 -0.1 0.0 0.1
H 0.3314 5.1861 0.3506 0.0 0.1 0.0
H 0.4943 5.0908 -1.4019 -0.1 0.1 0.0
H 2.7806 4.7123 0.5808 0.1 -0.1 0.0
H 2.9300 4.7411 -1.1770 0.1 -0.1 0.0
H 2.1081 7.0944 -1.2121 0.0 0.1 -0.1
H 3.5553 6.9360 -0.2155 0.1 0.1 0.0
H 1.9693 7.0720 0.5455 0.0 0.1 0.1
```
Forces are in eV/Å.

The HOMO energy is -10.4 eV. The electronic energy comes out at -35067.6718 eV. As for the multiplicity: 1. The LUMO energy is 0.68 eV. Its HOMO-LUMO gap is 11.1 eV. For the largest force on an atom, the calculation gives 0.9 eV/A. Its SMILES is CCCCCCCCCCCCS(=O)(=O)CCC(=O)O. As for the energy above the lowest of the compared OMol25 structures with the same formula, charge and spin: 6.9 kJ/mol.

natural (NBO) population analysis, charges in e, atoms 1 to 6:
1 C -0.60
2 C -0.39
3 C -0.39
4 C -0.39
5 C -0.39
6 C -0.38



3.
Below is a cluster of 2 separate species, C4H6N2 in total, with properties calculated with ωB97M-V with the def2-TZVPD basis set.

Structure (XYZ):
```
12
Properties=species:S:1:pos:R:3:forces:R:3
C -2.6691 -0.8505 0.0007 -0.1 0.0 0.0
C -1.2074 -0.9166 0.0218 0.5 0.0 0.0
C -0.0044 -0.9816 0.0430 -0.5 0.0 0.0
N 3.0537 0.1088 -0.0179 -0.1 0.2 0.0
N 2.4487 1.1883 0.1135 -0.2 0.5 0.1
C 1.9218 2.2022 0.4300 0.3 -0.6 -0.2
H -3.0147 0.1161 -0.3800 0.1 -0.1 0.1
H -3.0850 -1.6339 -0.6408 0.1 0.1 0.1
H -3.0790 -0.9840 1.0070 0.1 0.0 -0.1
H 1.0681 -1.0288 0.0699 -0.3 0.0 0.0
H 3.6107 0.1468 -0.8736 0.0 0.0 0.1
H 0.9566 2.6332 0.2264 0.1 -0.1 0.0
```
Forces are in eV/Å.

The HOMO energy is -9.2 eV. The electronic energy comes out at -7220.4472 eV. As for the multiplicity: 1. The LUMO energy is 0.95 eV. Its HOMO-LUMO gap is 10.1 eV. For the largest force on an atom, the calculation gives 0.7 eV/A. As for the energy above the lowest of the compared OMol25 structures with the same formula, charge and spin: 496.3 kJ/mol.

natural (NBO) population analysis, charges in e, atoms 1 to 6:
1 C -0.69
2 C 0.00
3 C -0.28
4 N -0.52
5 N -0.01
6 C -0.03



4.
Below is an isolated molecule of C26H26N4O5, with properties calculated with ωB97M-V with the def2-TZVPD basis set.

Structure (XYZ):
```
61
Properties=species:S:1:pos:R:3:forces:R:3
C -7.4532 -0.4096 -1.5309 0.2 -0.1 0.3
C -7.0959 -0.5267 -0.0535 -0.5 0.2 -0.2
H -7.7245 -1.2840 0.4215 0.1 0.2 0.0
H -7.2417 0.4260 0.4696 0.0 -0.1 0.0
O -5.7784 -1.0085 0.1401 0.2 0.0 0.0
C -4.7200 -0.2078 -0.0354 0.3 -0.2 0.1
C -4.7677 1.1673 -0.2852 -0.2 -0.2 0.0
C -3.6114 1.9118 -0.3632 0.3 0.0 0.0
C -2.3477 1.3343 -0.2210 -0.4 0.0 0.0
C -2.2826 -0.0301 0.0091 -0.2 -0.1 0.0
C -3.4429 -0.7843 0.1111 -0.2 1.0 -0.3
N -3.2873 -2.1856 0.3996 0.1 -0.4 0.1
O -2.3271 -2.4930 1.0805 0.3 -0.2 0.2
O -4.0939 -2.9699 -0.0434 -0.1 -0.2 -0.2
H -1.3503 -0.5665 0.0874 0.1 0.0 0.1
C -1.1771 2.2669 -0.2777 -0.1 0.0 0.1
O -1.3597 3.4714 -0.3103 0.0 0.1 -0.1
N 0.0544 1.6984 -0.2388 0.2 -0.3 -0.1
C 1.2593 2.4288 -0.3063 0.2 0.3 0.0
C 1.3575 3.5227 -1.1554 0.0 0.0 0.0
C 2.5405 4.2266 -1.2833 0.1 0.0 0.0
C 3.6485 3.8335 -0.5569 0.0 0.1 0.0
C 3.5628 2.7557 0.3043 0.0 0.0 0.1
C 2.3767 2.0387 0.4596 0.0 0.3 -0.2
N 2.3199 0.9261 1.2985 0.0 -0.2 0.0
C 1.2914 0.7810 2.3060 0.0 0.1 0.2
C 0.8488 -0.7062 2.3249 -0.3 0.0 0.0
N 1.8109 -1.4756 1.5593 -0.3 -0.4 0.1
C 1.6027 -1.5714 0.2153 0.0 -0.1 0.3
O 0.5782 -1.1818 -0.3253 -0.1 0.0 -0.2
C 2.6785 -2.2346 -0.5709 0.1 -0.1 -0.3
C 3.1037 -3.5226 -0.2625 -0.1 0.1 0.0
C 4.0676 -4.1348 -1.0431 0.0 -0.1 0.0
C 4.6157 -3.4645 -2.1250 0.0 0.0 0.0
C 4.1889 -2.1844 -2.4368 0.0 0.0 -0.1
C 3.2145 -1.5722 -1.6687 -0.1 0.0 0.1
H 2.8671 -0.5777 -1.9085 -0.1 0.1 0.0
H 4.6104 -1.6641 -3.2838 0.0 0.0 -0.1
H 5.3711 -3.9441 -2.7295 0.1 0.0 0.0
H 4.3914 -5.1379 -0.8079 0.0 -0.1 0.0
H 2.6646 -4.0432 0.5762 0.0 0.0 0.1
C 3.1530 -1.2274 2.0384 0.3 0.1 0.0
H 3.8563 -1.9310 1.5957 0.0 0.1 0.1
C 3.5326 0.2311 1.6643 0.1 0.0 0.0
H 4.0527 0.7069 2.5115 0.0 0.0 -0.1
H 4.1986 0.2268 0.7990 0.0 0.0 0.1
H 3.1525 -1.3695 3.1212 0.0 0.0 -0.1
H -0.1357 -0.8530 1.8839 0.1 0.0 0.1
H 0.8293 -1.0984 3.3438 0.0 0.0 -0.1
H 1.6962 1.0621 3.2910 -0.1 0.0 -0.1
H 0.4556 1.4422 2.0878 0.1 -0.1 0.1
H 4.4301 2.4802 0.8843 0.0 -0.1 0.1
H 4.5814 4.3698 -0.6469 0.1 0.0 0.0
H 2.5950 5.0696 -1.9544 0.0 0.1 -0.1
H 0.4921 3.8129 -1.7276 -0.1 0.0 0.0
H 0.1514 0.6876 -0.2097 -0.1 0.0 0.0
H -3.6610 2.9766 -0.5368 0.0 0.1 0.0
H -5.7157 1.6656 -0.4061 -0.1 0.0 0.0
H -7.3011 -1.3695 -2.0174 0.0 -0.1 -0.1
H -6.8315 0.3306 -2.0291 0.0 0.1 -0.1
H -8.4956 -0.1215 -1.6329 -0.1 0.0 0.0
```
Forces are in eV/Å.

The HOMO energy is -7.9 eV. The electronic energy comes out at -43579.9406 eV. As for the multiplicity: 1. The LUMO energy is 0.06 eV. Its HOMO-LUMO gap is 8.0 eV. For the largest force on an atom, the calculation gives 1.1 eV/A. Its SMILES is CCOc1ccc(C(=O)Nc2ccccc2N2CCN(C(=O)c3ccccc3)CC2)cc1[N+](=O)[O-]. As for the energy above the lowest of the compared OMol25 structures with the same formula, charge and spin: 482.6 kJ/mol.

natural (NBO) population analysis, charges in e, atoms 1 to 6:
1 C -0.64
2 C -0.06
3 H 0.20
4 H 0.17
5 O -0.46
6 C 0.36



5.
Below is a cluster of 2 separate species, C5H8O2 in total, with properties calculated with ωB97M-V with the def2-TZVPD basis set.

Structure (XYZ):
```
15
Properties=species:S:1:pos:R:3:forces:R:3
C 1.1121 1.3420 0.0153 -0.5 1.4 1.3
C -0.2850 1.7362 0.4915 0.7 -0.5 0.8
C -0.8323 0.4635 1.2142 1.1 1.2 -0.3
C -1.1400 -0.5409 0.2519 -0.9 -1.7 -1.3
C -1.4960 -1.3471 -0.5724 0.2 -0.1 0.6
H 1.8877 2.0798 0.4124 0.0 -0.8 -0.8
H -0.8708 1.9875 -0.3773 -0.5 0.4 -0.1
H -0.1282 2.5588 1.2151 -0.5 -0.2 -0.6
H -0.0105 0.1822 1.8641 0.0 -0.5 0.3
H -1.6859 0.6249 1.8291 -0.7 0.5 0.5
H -1.7158 -2.1914 -1.2063 0.1 0.6 0.2
H 1.6822 -3.0081 -1.1575 -0.3 0.5 -0.3
H 1.1574 -1.6167 -1.7135 -0.1 -1.6 0.4
O 1.3367 0.3293 -0.5656 0.9 -0.3 -0.6
O 0.9884 -2.6000 -1.7011 0.5 1.0 -0.1
```
Forces are in eV/Å.

The HOMO energy is -9.3 eV. The electronic energy comes out at -9406.9589 eV. As for the multiplicity: 1. The LUMO energy is 0.77 eV. Its HOMO-LUMO gap is 10.1 eV. For the largest force on an atom, the calculation gives 2.3 eV/A. Its SMILES is C#CCCC=O.O. As for the energy above the lowest of the compared OMol25 structures with the same formula, charge and spin: 277.2 kJ/mol.

natural (NBO) population analysis, charges in e, atoms 1 to 6:
1 C 0.46
2 C -0.49
3 C -0.47
4 C -0.02
5 C -0.22
6 H 0.10



6.
Below is an isolated molecule of C4H6O2, with properties calculated with ωB97M-V with the def2-TZVPD basis set.

Structure (XYZ):
```
12
Properties=species:S:1:pos:R:3:forces:R:3
O 1.1434 -1.0750 1.2409 0.3 0.1 0.1
C 0.3831 0.0570 1.3441 -0.1 0.3 0.3
C 0.4699 0.4584 -1.0244 -0.8 -0.6 -0.6
C -0.1735 0.6230 0.2764 1.2 0.8 0.7
C -1.6323 -0.5301 -0.9552 -0.4 -0.2 -0.3
O -0.7551 -0.3352 -1.8631 0.5 0.6 1.2
H 1.6838 -1.1556 2.0332 0.0 -0.1 -0.1
H 0.1918 0.4288 2.3424 -0.2 -0.2 0.1
H 0.7436 1.4196 -1.4908 -0.5 -0.6 -0.3
H 1.3237 -0.2263 -1.0119 -0.5 0.0 -0.2
H -0.8703 1.4375 0.4198 0.2 0.0 0.1
H -2.5081 -1.1020 -1.3113 0.3 -0.1 -1.0
```
Forces are in eV/Å.

The HOMO energy is -7.2 eV. The electronic energy comes out at -8335.0945 eV. As for the multiplicity: 1. The LUMO energy is 0.73 eV. Its HOMO-LUMO gap is 7.9 eV. For the largest force on an atom, the calculation gives 1.6 eV/A. As for the energy above the lowest of the compared OMol25 structures with the same formula, charge and spin: 517.8 kJ/mol.

natural (NBO) population analysis, charges in e, atoms 1 to 6:
1 O -0.69
2 C 0.13
3 C -0.11
4 C -0.33
5 C 0.09
6 O -0.48